1.
20
Properties=species:S:1:pos:R:3:forces:R:3 method="wB97M-V/def2-TZVPD" total_charge=+1 lumo_energy_ev="-4.36 / -3.93" total_energy_ev=-6890.9836 e_homo_ev="-12.453 / -13.149" e_above_lowest_ev=4.878
C 0.3210 2.3006 -1.1953 -1.1 0.8 -4.3
C -0.7989 -2.4363 0.7806 -0.5 1.3 3.1
C 1.2656 1.1450 -1.1471 0.7 0.2 0.6
C 0.5432 -0.1558 -1.2500 1.3 -1.0 1.0
C -0.0979 -1.1247 1.1658 1.0 -0.5 -1.8
N -0.9419 -0.0703 1.7208 0.4 1.7 -2.1
H 0.7394 3.3091 -1.5499 -0.4 -1.7 0.0
H 0.0075 2.5477 -0.2772 -1.7 0.8 3.6
H -0.6334 1.9709 -1.8660 2.2 1.2 1.5
H -1.7614 -2.3183 0.2930 0.2 0.3 -0.4
H -0.0645 -2.8768 0.2137 1.2 -1.6 -1.8
H -1.0085 -3.1345 1.6524 0.4 0.9 -0.6
H 1.9534 1.1412 -0.1933 -1.0 0.1 -2.0
H 1.8678 1.2805 -2.0705 0.3 -0.7 0.6
H 1.2895 -0.9472 -1.3182 -0.6 -0.4 0.1
H -0.3539 -0.3002 -1.8555 0.1 0.2 0.3
H 0.9635 -1.0338 1.5567 -1.6 -0.6 -0.5
H -1.4982 0.4112 0.9671 -0.3 -1.3 0.9
H -0.3103 0.7220 1.8755 -0.1 -0.2 1.3
H -1.4820 -0.4302 2.4973 -0.4 0.6 0.6



2.
50
Properties=species:S:1:pos:R:3:forces:R:3 method="wB97M-V/def2-TZVPD" total_charge=+1 lumo_energy_ev=-2.55 total_energy_ev=-84132.3629 e_homo_ev=-11.277 e_above_lowest_ev=0.878
Cu 1.4560 0.9338 -0.2824 -0.1 0.6 0.0
N 2.4013 -0.3054 1.1018 -0.9 -0.8 -1.7
C 2.0024 -1.7193 0.8916 1.0 1.0 0.6
C 2.6484 -2.6583 1.6881 0.3 1.3 0.9
C 2.2928 -3.9589 1.6314 0.2 -2.4 -1.1
C 1.3517 -4.3850 0.6835 -0.4 -1.0 -0.7
C 0.7394 -3.4311 -0.1616 -1.0 -1.5 0.6
C 1.0313 -2.0652 -0.0318 -0.9 -0.3 -0.3
P -0.0302 -0.6709 -0.6659 -0.4 -0.3 1.3
C -1.2604 -0.5515 0.7599 -0.2 0.9 -1.0
C -1.3290 -1.4452 1.8222 2.5 -1.8 -1.0
C -2.1497 -1.2584 2.8977 -0.9 -1.3 1.6
C -3.0096 -0.1812 2.8815 0.9 0.4 -0.7
C -3.0095 0.7004 1.8012 -0.5 0.5 0.3
C -2.1619 0.5507 0.7259 0.7 -0.7 0.0
C -1.0688 -1.0967 -2.0762 0.7 -0.6 0.8
C -0.6582 -0.7029 -3.3204 0.6 1.3 -1.4
C -1.3510 -1.0330 -4.4713 0.1 -0.8 -1.0
C -2.4533 -1.8517 -4.4145 -1.4 -0.7 0.9
C -2.9246 -2.2155 -3.1204 0.6 -0.5 -0.7
C -2.1851 -1.8984 -1.9672 -2.3 -1.1 0.2
H 2.1105 0.0002 1.9918 -0.4 0.4 1.3
H 3.3907 -0.1980 1.0540 0.8 -0.1 0.0
H 3.3792 -2.3503 2.4557 -0.3 0.0 -0.7
H 2.8835 -4.7264 2.1451 -0.5 0.4 0.2
H 1.1067 -5.5182 0.5795 0.4 2.3 0.2
H -0.1121 -3.8273 -0.7803 1.1 0.8 0.3
H -0.6144 -2.3419 1.8049 -1.2 1.4 0.1
H -2.1776 -2.0331 3.7422 0.1 1.4 -1.3
H -3.5667 0.0894 3.7297 -0.9 0.0 0.9
H -3.6926 1.5479 1.8450 0.1 -0.1 -0.1
H -2.1943 1.2762 -0.1008 0.2 -0.5 0.3
H 0.1972 -0.0493 -3.4936 0.0 -0.2 0.5
H -0.9883 -0.8207 -5.4770 0.2 0.4 0.4
H -2.9544 -2.2485 -5.3402 0.5 0.7 1.1
H -3.7899 -2.8789 -3.0423 0.2 0.3 0.1
H -2.6001 -2.3239 -1.0009 0.9 0.8 -1.1
C -0.3107 4.0589 0.9193 -1.1 -1.6 0.3
Sb 1.4918 3.4551 -0.0284 0.5 -0.2 0.4
C 1.9821 4.7220 -1.7430 -1.4 -2.4 0.4
C 2.8795 4.0391 1.5811 -2.3 1.0 0.0
H -0.3447 5.1182 1.0434 0.0 0.7 0.4
H -0.4125 3.4763 1.8801 0.5 0.9 -0.7
H -1.2330 3.7329 0.3899 0.8 0.3 -0.1
H 2.1333 5.7121 -1.4407 0.9 1.3 0.3
H 1.1026 4.6950 -2.3951 0.2 -0.1 0.0
H 2.7739 4.0992 -2.1718 0.1 0.9 -0.1
H 3.4231 4.8898 1.2545 0.7 0.7 -0.4
H 3.5325 3.2274 1.7678 0.5 -0.7 0.5
H 2.2726 4.4200 2.4574 0.7 -0.9 -0.8



3.
10
Properties=species:S:1:pos:R:3:forces:R:3 method="wB97M-V/def2-TZVPD" total_charge=-1 smiles="O=PCCO[O-]" lumo_energy_ev="3.53 / 3.53" total_energy_ev=-17567.2458 e_homo_ev="-2.219 / -2.217" e_above_lowest_ev=5.988
C -0.5082 0.7044 0.5433 -0.2 0.0 -0.1
C 0.3903 -0.5422 0.3765 0.3 0.3 -0.8
O 1.7137 -1.8382 -1.5797 0.2 -0.5 -0.4
O -1.6835 0.6451 -0.1926 -0.3 -0.5 1.5
O -1.5106 1.1826 -1.4719 1.0 0.2 -1.2
P 1.5871 -0.4501 -1.0811 -1.2 0.4 1.0
H -0.8150 0.7775 1.5989 0.1 0.0 -0.1
H 0.0640 1.6021 0.2715 -0.1 0.1 0.0
H 0.9900 -0.6433 1.2893 0.2 -0.1 -0.1
H -0.2279 -1.4379 0.2458 0.1 0.1 0.1



4.
13
Properties=species:S:1:pos:R:3:forces:R:3 method="wB97M-V/def2-TZVPD" total_charge=0 lumo_energy_ev="0.32 / 0.31" total_energy_ev=-9266.8896 e_homo_ev="-8.980 / -8.980" e_above_lowest_ev=6.612
C -1.9239 0.4304 0.4358 0.0 0.1 0.2
O -1.5764 -0.0846 -0.8597 0.1 0.0 -0.1
C -0.3959 0.2505 -1.3283 0.3 0.3 0.2
N 0.4363 1.0556 -0.9286 -0.1 -0.2 -0.1
N 1.5639 1.4924 -0.6111 -0.3 0.1 -0.1
C 1.9278 -1.3779 0.2750 -0.4 -0.4 0.2
C 1.2500 -2.2679 0.7194 0.3 0.4 -0.2
H -2.9201 0.0461 0.6576 0.2 0.1 0.0
H -1.2016 0.0831 1.1801 -0.1 0.0 -0.1
H -1.9394 1.5252 0.4039 0.0 -0.1 0.0
H 1.6329 2.4600 -0.9449 0.0 -0.1 0.0
H 2.4802 -0.5409 -0.1085 -0.1 -0.2 0.1
H 0.6662 -3.0719 1.1094 0.1 0.1 -0.1



5.
148
Properties=species:S:1:pos:R:3:forces:R:3 method="wB97M-V/def2-TZVPD" total_charge=0 lumo_energy_ev=0.45 total_energy_ev=-87170.1533 e_homo_ev=-9.064 e_above_lowest_ev=0.000
C 2.0082 4.6031 -3.1711 1.2 1.8 -0.5
O 1.5181 5.6412 -3.6133 -0.7 0.0 0.3
N 1.2448 3.5868 -2.7076 1.1 -1.2 0.2
N 3.4211 4.5649 -3.1279 -1.4 0.3 0.0
H 0.3040 3.7158 -2.3527 0.0 0.4 -0.3
H 1.7303 2.7440 -2.4290 -0.1 0.1 0.1
H 3.9463 3.7290 -3.0613 0.3 -0.8 0.3
H 3.9089 5.3820 -3.5079 -0.8 -0.7 0.1
C -1.8789 5.6693 -1.6593 -1.1 -1.9 1.6
O -1.6324 4.4367 -1.6044 -0.1 1.9 -0.2
N -1.3172 6.4642 -2.5893 -0.4 0.2 0.5
N -2.7979 6.2008 -0.7100 1.7 -1.0 -1.2
H -0.5792 5.9472 -3.0299 0.9 0.4 -0.6
H -1.1766 7.4448 -2.3858 0.0 -0.2 -0.2
H -3.2787 5.4234 -0.2807 -0.2 0.3 0.1
H -3.3309 7.0041 -0.9608 -0.4 0.3 -0.1
C -3.9525 -2.9758 -0.9207 1.7 -0.4 0.2
O -4.7734 -3.7506 -0.4083 0.6 0.8 -0.8
N -2.8608 -3.4604 -1.7016 -2.0 -0.4 1.1
N -3.9469 -1.6144 -0.6633 1.1 -0.6 -1.2
H -2.1573 -2.8734 -2.0920 0.2 0.4 -0.1
H -2.7849 -4.4708 -1.8573 -0.3 1.0 0.2
H -3.1701 -0.9640 -0.8706 -0.5 -1.0 0.1
H -4.6191 -1.3031 -0.0128 -0.7 0.2 0.5
C 6.3044 -2.1206 -1.6088 0.3 0.7 2.1
O 5.2032 -2.3171 -1.0853 -0.1 -0.7 -1.2
N 7.0290 -1.0165 -1.2073 0.9 -1.0 -1.7
N 6.9953 -2.9787 -2.4066 -0.2 0.5 0.0
H 7.5825 -0.6192 -1.9658 -0.1 0.2 0.5
H 6.4651 -0.3553 -0.7523 -0.7 1.0 0.6
H 7.9939 -2.9313 -2.2524 -0.2 -0.3 -0.3
H 6.5701 -3.8784 -2.4589 0.0 -0.6 -0.2
C 3.5870 0.7502 0.2960 -0.5 0.1 -1.3
O 3.9888 1.2699 -0.7635 0.4 0.3 -0.1
N 3.6335 -0.5766 0.4686 -0.2 -0.9 0.6
N 2.9979 1.4814 1.2484 -0.5 -0.9 2.2
H 2.9511 -1.0034 1.0936 0.3 0.0 -0.1
H 4.0726 -1.1886 -0.2369 -0.2 0.6 0.4
H 2.8776 1.0329 2.1873 0.2 0.9 -0.9
H 2.8069 2.4638 1.1628 0.3 -0.1 -0.3
C -0.4312 -4.9327 4.1734 -1.1 -1.0 0.4
C -1.9351 -4.9982 3.7314 1.0 1.7 1.0
O -2.2728 -6.2890 3.3637 -0.4 -1.0 -1.4
O 0.4216 -5.2949 3.0919 -0.2 0.7 0.5
H -0.2801 -5.6157 5.0344 -0.1 0.0 -0.4
H -0.1387 -3.9709 4.5600 -0.1 0.7 -0.3
H -2.0418 -4.2907 2.8790 -0.1 -0.3 0.5
H -2.6548 -4.7629 4.5385 0.7 0.8 0.0
H -3.0029 -6.1383 2.7420 0.2 -0.8 0.2
H 0.0482 -6.1174 2.7935 0.0 -0.7 -0.5
C 5.5272 1.3290 -3.9176 -1.4 0.1 0.4
C 4.3744 0.3221 -3.9511 0.1 1.2 -2.5
O 3.2447 0.8149 -3.3082 -1.3 0.4 -0.1
O 6.0039 1.4665 -2.5999 1.3 -0.1 -0.2
H 5.1075 2.3006 -4.2040 0.0 0.0 -0.4
H 6.2826 1.0835 -4.6651 0.4 -0.2 0.4
H 4.6626 -0.6108 -3.5350 0.5 -1.1 0.3
H 4.1040 0.1991 -5.0614 0.2 -0.1 1.5
H 3.3119 0.7856 -2.3412 0.5 -0.1 0.2
H 5.3449 1.1408 -1.9752 -0.4 0.3 0.2
C 2.6875 -3.8844 -3.4705 -1.5 -0.6 -1.1
C 1.2169 -3.4616 -3.2193 -0.1 0.0 -2.1
O 0.9604 -2.1559 -2.7459 0.4 -0.3 0.7
O 3.4150 -4.3450 -2.4042 1.3 0.2 2.2
H 3.1522 -3.0441 -3.9596 0.5 0.3 -0.6
H 2.6305 -4.8007 -4.1384 0.0 1.3 0.2
H 0.7470 -4.1922 -2.6064 -0.4 -0.4 1.1
H 0.6710 -3.5678 -4.2031 0.7 0.0 0.6
H 1.0143 -1.5445 -3.4913 -0.1 0.2 -0.3
H 3.9176 -3.6619 -1.8911 -0.7 -0.4 -0.7
C -5.2421 -2.2040 3.7827 -1.4 0.2 0.9
C -5.1536 -2.0004 2.2984 -0.3 -1.0 -0.5
O -6.3446 -2.4606 1.6372 -0.1 0.8 0.7
O -6.3798 -1.6255 4.4501 -0.1 0.1 -0.6
H -4.5040 -1.6230 4.2672 1.7 0.1 0.2
H -5.1767 -3.2485 4.0776 0.1 -0.3 -0.2
H -4.3107 -2.6262 1.9500 0.0 0.6 0.0
H -4.9606 -0.9249 2.1294 -0.2 -0.3 -0.3
H -6.1686 -3.0797 0.9149 0.7 0.1 0.0
H -7.1778 -1.8789 3.9821 -0.2 -0.2 -0.2
C -4.8457 2.8372 1.7037 1.5 0.1 -2.0
C -4.1829 2.2845 2.9135 -0.9 -0.9 1.7
C -3.2474 3.2857 3.5330 1.5 -1.7 0.7
O -2.3177 2.5615 4.4370 -1.1 1.3 -0.6
C -1.6700 3.5141 5.2651 0.3 -0.4 -0.1
N -5.2036 1.8011 3.9069 1.3 2.1 2.6
H -4.0773 3.3932 1.0725 -1.0 -0.3 0.8
H -5.7157 3.4227 1.9025 -0.4 0.6 0.3
H -5.1282 2.0177 1.0590 -0.4 -0.3 -0.2
H -3.5949 1.4267 2.7013 0.9 -0.7 -0.9
H -3.8454 3.9132 4.1892 0.2 1.0 -0.4
H -2.5658 3.7049 2.7482 -1.0 0.4 0.7
H -0.9388 2.9047 5.8034 -0.3 0.4 0.6
H -2.3710 4.1218 5.8737 0.2 -0.7 0.1
H -1.0969 4.2603 4.7135 0.1 0.0 -0.5
H -4.8063 1.9012 4.9105 -0.8 -0.2 -2.3
H -5.5335 0.8597 3.8668 0.1 -0.7 -0.6
C 2.8404 -1.9347 5.1215 0.2 -0.8 -1.5
C 2.4278 -0.7444 4.2718 -2.6 -0.1 1.2
C 1.0889 -0.1548 4.9038 0.6 -0.3 -0.5
O 0.0465 -1.0789 4.9433 -0.6 -0.6 0.2
C -1.0941 -0.6681 5.7410 0.7 1.0 -2.1
N 3.2927 0.3886 4.2510 2.4 0.8 -0.2
H 3.0310 -1.6230 6.1261 -0.1 0.0 0.8
H 3.7659 -2.3376 4.7210 0.4 -0.1 0.0
H 2.1341 -2.7865 5.0385 0.1 0.8 0.3
H 2.2068 -1.0078 3.2462 -0.1 -0.5 -0.2
H 0.7927 0.7440 4.3424 0.1 0.1 0.1
H 1.3183 0.0982 5.9421 0.3 0.5 0.2
H -1.6938 -1.5654 5.8605 -0.1 0.2 0.2
H -1.6294 0.1609 5.1868 0.2 -1.0 0.5
H -0.7435 -0.2129 6.6536 0.0 -0.2 0.7
H 3.1925 0.9280 5.0847 -0.4 0.6 0.7
H 4.3151 0.1983 4.2847 -1.0 -0.4 -0.5
C -0.7421 -0.1439 -6.8594 -0.8 -0.8 1.6
C 0.2062 0.7379 -6.0387 -1.5 -0.4 -0.8
C -0.3377 2.1851 -6.0236 1.4 0.8 -1.3
O -1.7101 2.3005 -5.7284 1.1 -1.0 0.1
C -2.0089 3.6176 -5.4510 -1.6 1.4 0.5
N 0.2850 0.0999 -4.7127 -0.2 0.7 2.2
H -1.8129 -0.0822 -6.4672 1.4 -0.1 -0.3
H -0.3699 -1.1980 -6.7194 -0.6 1.0 -0.7
H -0.7714 0.2282 -7.8584 0.1 -0.2 -1.0
H 1.1832 0.6953 -6.6057 -0.7 0.3 1.2
H -0.2002 2.7646 -7.0298 0.3 -1.2 1.4
H 0.2907 2.6766 -5.2648 -0.3 0.4 0.0
H -3.1237 3.6218 -5.4226 0.8 0.4 0.4
H -1.7227 4.3638 -6.2146 0.2 -0.6 -0.3
H -1.5518 4.0122 -4.5127 -0.4 -0.5 -0.3
H 0.9557 0.5758 -4.0891 0.1 -0.1 -0.7
H -0.5957 0.1801 -4.1063 1.1 -0.1 -1.9
C -1.1941 -1.3804 1.9579 0.1 -0.6 -0.4
C -0.2965 -1.7432 0.7703 -0.6 -1.2 1.1
C -0.0076 -0.5129 -0.0431 0.5 -1.7 -0.7
O -1.2117 0.0108 -0.6106 1.2 -1.6 0.3
C -1.0718 1.3422 -0.9632 -2.1 0.8 0.3
N 1.0269 -2.3716 1.2031 -1.1 1.4 -1.0
H -0.7959 -0.5210 2.4280 0.5 0.9 0.9
H -1.3019 -2.1910 2.6725 0.2 -0.1 0.2
H -2.1972 -1.1192 1.6317 -0.1 0.0 -0.3
H -0.9120 -2.4791 0.2291 0.5 0.2 -0.5
H 0.7458 -0.8995 -0.7731 -0.6 1.0 -0.2
H 0.4751 0.1811 0.6307 0.1 0.7 0.1
H -0.5453 1.5504 -1.8719 0.4 -0.2 -0.9
H -0.5586 1.8492 -0.1666 0.1 0.7 0.5
H -2.1324 1.6820 -1.0614 1.0 0.4 0.0
H 1.4885 -2.6798 0.3471 0.0 0.0 0.0
H 0.8101 -3.2150 1.6951 -0.1 -0.6 0.6